Record 1
# C4H10LuO2

A molecular structure, C4H10LuO2 in a non-equilibrium geometry (ωB97M-V/def2-TZVPD, the Open Molecules 2025 dataset).

Geometry (Å):
O (0.8895, 2.0448, 1.3966)
C (1.8352, 1.1735, 0.7694)
C (0.4845, 0.6816, 0.9990)
O (-0.3862, 0.6603, -0.0371)
C (-1.7586, 0.6034, 0.3171)
Lu (0.2617, 4.3385, 0.5341)
H (2.6556, 0.8504, 1.4133)
H (2.0814, 1.3434, -0.3217)
H (0.2509, 0.0567, 1.8676)
H (0.3740, -2.0615, -0.7672)
H (-2.3198, 0.4847, -0.6157)
H (-1.9459, -0.2551, 0.9790)
H (-2.0639, 1.5402, 0.8088)
C (0.0146, -2.7040, -1.6332)
H (-0.9616, -3.1114, -1.3405)
H (-0.1150, -2.1098, -2.5463)
H (0.7036, -3.5357, -1.8232)

## Properties
HOMO level: -11.80 eV
Energy above the lowest of the compared OMol25 structures with the same formula, charge and spin: 131.50 kJ/mol
Largest force on an atom: 2.06 eV/A
Gap between HOMO and LUMO: 7.800 eV
Charge: +1

---

Record 2
# C4H10N

A gas-phase ion, C4H10N (charge +1) in a non-equilibrium geometry (ωB97M-V/def2-TZVPD, the Open Molecules 2025 dataset).

Geometry (Å):
C (1.0266, 0.2779, 0.7565)
C (0.3030, -1.0755, 0.6065)
C (-1.1047, -0.6102, 0.0658)
N (-0.8057, 0.5382, -0.9011)
C (0.6961, 0.8812, -0.6599)
H (0.4688, 1.0161, 1.4144)
H (1.9012, 0.1607, 1.3415)
H (0.8014, -1.6480, -0.2450)
H (0.1580, -1.6910, 1.5235)
H (-1.6231, -1.4615, -0.3511)
H (-1.6840, -0.2582, 0.9971)
H (-1.0177, 0.2865, -1.9572)
H (-1.3098, 1.3266, -0.4923)
H (1.2208, 0.3375, -1.3769)
H (0.9691, 1.9198, -0.7219)

## Properties
HOMO level: -16.10 eV
SMILES: C1CC[NH2+]C1
Energy above the lowest of the compared OMol25 structures with the same formula, charge and spin: 125.10 kJ/mol
Largest force on an atom: 3.79 eV/A
Gap between HOMO and LUMO: 12.491 eV
Charge: +1

---

Record 3
# C4H10N

2 unconnected molecules or ions with the total composition C4H10N in a non-equilibrium geometry (ωB97M-V/def2-TZVPD, the Open Molecules 2025 dataset).

Geometry (Å):
C (-1.6579, 0.1683, -0.0926)
C (-0.4587, 0.3070, 0.8877)
C (0.0060, -0.8219, 1.7827)
C (1.8786, 0.3862, -2.2315)
N (1.0561, 0.1403, -1.3343)
H (-1.7977, -0.8699, -0.3981)
H (-2.5357, 0.5486, 0.4386)
H (-1.3604, 0.7178, -0.9939)
H (-0.5913, 1.2739, 1.4137)
H (0.3648, 0.5734, 0.0544)
H (-0.6704, -1.6508, 1.5880)
H (0.9586, -1.1984, 1.3718)
H (1.9063, -0.2035, -3.1718)
H (2.6798, 1.1303, -2.1185)
H (0.2220, -0.5012, 2.8039)

## Properties
HOMO level: -15.21 eV
Energy above the lowest of the compared OMol25 structures with the same formula, charge and spin: 601.30 kJ/mol
Largest force on an atom: 2.81 eV/A
Gap between HOMO and LUMO: 6.561 eV
Charge: +1

---

Record 4
# C4H10N

A molecular structure, C4H10N in a non-equilibrium geometry (ωB97M-V/def2-TZVPD, the Open Molecules 2025 dataset).

Geometry (Å):
C (1.5061, -1.1631, -0.2152)
C (1.4859, 0.7489, -0.2532)
C (0.2076, 0.4448, 0.2616)
C (-0.9896, 0.3277, -0.3710)
N (-2.2320, 0.1991, 0.3785)
H (0.7833, -1.6663, 0.3942)
H (2.4911, -1.1842, 0.2544)
H (1.6015, -1.4229, -1.2548)
H (1.5666, 1.2470, -1.2107)
H (2.2691, 1.0805, 0.4173)
H (0.1767, 0.4808, 1.3572)
H (-1.1149, 0.4348, -1.4403)
H (-2.1127, -0.1978, 1.3138)
H (-2.7392, 1.0881, 0.4664)
H (-2.8995, -0.4173, -0.0982)

## Properties
HOMO level: -12.73 eV
Energy above the lowest of the compared OMol25 structures with the same formula, charge and spin: 300.32 kJ/mol
Largest force on an atom: 4.21 eV/A
Gap between HOMO and LUMO: 9.176 eV
Charge: +1

---

Record 5
# C4H10N2

C4H10N2 in the gas phase in a non-equilibrium geometry (ωB97M-V/def2-TZVPD, the Open Molecules 2025 dataset).

Geometry (Å):
H (0.9827, -0.8269, 1.9080)
N (1.6803, -0.3079, 1.2363)
C (1.0716, 0.2654, 0.2567)
N (1.9302, 0.9289, -0.7105)
C (-0.3947, 0.2436, -0.1287)
C (-0.6700, -0.9828, -1.0709)
C (-1.3304, 0.2480, 1.0199)
H (1.5544, 1.4804, -1.4382)
H (2.9534, 0.8294, -0.6383)
H (-0.6265, 1.1855, -0.7273)
H (-0.9236, -1.9320, -0.3327)
H (0.2866, -1.1591, -1.6845)
H (-1.5931, -0.6771, -1.8140)
H (-1.1430, -0.5609, 1.7318)
H (-1.4155, 1.1682, 1.7092)
H (-2.3624, 0.0971, 0.6834)

## Properties
HOMO level: -9.05 eV
SMILES: [H]/N=C(/N)C(C)C
Energy above the lowest of the compared OMol25 structures with the same formula, charge and spin: 106.22 kJ/mol
Largest force on an atom: 3.27 eV/A
Gap between HOMO and LUMO: 10.024 eV

---

Record 6
# C4H10N2

2 unconnected molecules or ions with the total composition C4H10N2 in a non-equilibrium geometry (ωB97M-V/def2-TZVPD, the Open Molecules 2025 dataset).

Geometry (Å):
C (0.7760, -1.3425, 0.8330)
C (0.7299, -0.0518, 1.0079)
C (1.9049, 1.1865, -0.7254)
C (0.5002, 0.8517, -0.2237)
N (-2.4639, -0.1319, -0.3619)
N (-3.3441, -0.9419, -0.3214)
H (0.4797, -1.6425, -0.1339)
H (1.2467, -2.1032, 1.5366)
H (1.0522, 0.6023, 1.8631)
H (2.3599, 0.5819, -1.4418)
H (2.4484, 1.2762, 0.2078)
H (1.8312, 2.2753, -1.0249)
H (-0.2485, 0.3620, -0.8866)
H (0.1659, 1.7792, 0.2447)
H (-4.0358, -1.0933, -1.0233)
H (-3.4028, -1.6080, 0.4499)

## Properties
HOMO level: -8.21 eV
Energy above the lowest of the compared OMol25 structures with the same formula, charge and spin: 440.41 kJ/mol
Largest force on an atom: 3.89 eV/A
Gap between HOMO and LUMO: 9.133 eV

---

Record 7
# C4H10N2

C4H10N2 in the gas phase in a non-equilibrium geometry (ωB97M-V/def2-TZVPD, the Open Molecules 2025 dataset).

Geometry (Å):
H (-2.3916, -0.4850, 0.2028)
N (-2.4664, 0.5276, 0.1166)
C (-1.3962, 0.9607, -0.4128)
N (-0.3804, 0.1638, -0.9668)
C (0.9469, 0.5055, -0.5101)
C (1.3268, -0.1369, 0.8346)
C (1.4976, -1.6536, 0.7607)
H (-1.1613, 2.0149, -0.5055)
H (-0.6739, -0.7679, -1.2240)
H (1.0461, 1.5839, -0.3871)
H (1.7158, 0.2729, -1.2712)
H (2.2307, 0.3272, 1.2378)
H (0.6168, 0.1268, 1.6338)
H (2.2786, -1.9333, 0.0391)
H (1.7615, -2.1063, 1.7163)
H (0.5540, -2.1337, 0.4771)

## Properties
HOMO level: -9.07 eV
SMILES: [H]/N=C\NCCC
Energy above the lowest of the compared OMol25 structures with the same formula, charge and spin: 74.30 kJ/mol
Largest force on an atom: 1.51 eV/A
Gap between HOMO and LUMO: 10.131 eV